ORCA calculation (ωB97M-V with the def2-TZVPD basis set) on C15H15FO3S in the gas phase in a non-equilibrium geometry.

Element x y z (Å)
O (-1.047, -1.027, 2.404)
C (-0.806, 0.082, 1.972)
C (-1.023, 0.448, 0.518)
C (-0.359, -0.581, -0.409)
S (1.468, -0.324, -0.466)
C (1.985, -1.276, 0.999)
C (3.495, -1.486, 0.959)
O (3.946, -2.264, 2.037)
C (-0.904, -0.488, -1.803)
C (-0.625, 0.621, -2.596)
C (-1.140, 0.722, -3.873)
C (-1.942, -0.299, -4.350)
F (-2.453, -0.205, -5.595)
C (-2.234, -1.414, -3.586)
C (-1.707, -1.501, -2.310)
C (-0.275, 1.137, 2.829)
C (0.035, 1.100, 4.172)
C (0.522, 2.377, 4.500)
C (0.475, 3.102, 3.342)
O (0.000, 2.369, 2.336)
H (-0.652, 1.448, 0.303)
H (-2.101, 0.422, 0.335)
H (-0.520, -1.583, -0.004)
H (1.466, -2.235, 0.988)
H (1.698, -0.721, 1.897)
H (3.769, -2.038, 0.057)
H (4.001, -0.510, 0.935)
H (3.717, -1.823, 2.863)
H (0.017, 1.398, -2.211)
H (-0.927, 1.574, -4.499)
H (-2.858, -2.194, -3.991)
H (-1.926, -2.367, -1.703)
H (-0.081, 0.253, 4.817)
H (0.860, 2.716, 5.458)
H (0.748, 4.117, 3.126)

SMILES: O=C(C[C@H](SCCO)c1ccc(F)cc1)c1ccco1
F_max, eV/A: 1.5
Net charge: 0
Energy relative to the best compared isomer or geometry (same formula, charge and spin), kJ/mol: 0.00